P | ORCA calculation (ωB97M-V with the def2-TZVPD basis set) on C2H2Cl2N2 in the gas phase.

Element x y z (Å)
C (-0.31, 0.33, -0.52)
C (0.68, -0.06, 0.39)
N (-1.38, 0.87, -0.72)
N (1.36, -1.00, 0.74)
Cl (-2.81, 1.44, 0.78)
Cl (0.82, -2.89, 0.62)
H (-1.63, 1.13, -1.70)
H (2.18, -1.08, 1.32)

Its highest occupied orbital energy (alpha / beta) is -9.3 / -9.4 eV. As for the HOMO-LUMO gap (alpha / beta): 7.42 / 7.37 eV. The LUMO energy (alpha / beta) is -1.91 / -2.04 eV. Its multiplicity is 1.

=====

Q | ORCA calculation (ωB97M-V with the def2-TZVPD basis set) on C2H2Cl2N2 in the gas phase.

Element x y z (Å)
C (0.79, -0.03, -0.17)
C (-0.92, 0.42, -0.02)
N (0.98, -1.45, -0.25)
N (1.19, -1.06, 0.88)
Cl (1.91, 1.16, -0.85)
Cl (-1.60, -0.85, 0.85)
H (-1.23, 0.43, -0.97)
H (-1.11, 1.38, 0.52)

Its highest occupied orbital energy is -10.1 eV. As for the HOMO-LUMO gap: 10.46 eV. The LUMO energy is 0.36 eV. Its multiplicity is 1.

=====

Computed energies relative to the best structure, in kJ/mol: P 216.6; Q 0.0

=====

P | ORCA calculation (ωB97M-V with the def2-TZVPD basis set) on 2 unconnected molecules or ions with the total composition C2H2FOP.

Element x y z (Å)
C (0.74, 0.14, -0.70)
C (-1.46, -0.71, 0.38)
O (-2.28, -1.37, -0.14)
F (-1.47, -0.29, 1.64)
P (1.28, 1.06, 0.52)
H (0.70, -0.35, -1.64)
H (2.50, 1.51, -0.07)

Its highest occupied orbital energy (alpha / beta) is -9.0 / -9.5 eV. As for the HOMO-LUMO gap (alpha / beta): 8.09 / 8.88 eV. The LUMO energy (alpha / beta) is -0.92 / -0.63 eV. Its multiplicity is 1.

=====

Q | ORCA calculation (ωB97M-V with the def2-TZVPD basis set) on C2H2FOP in the gas phase.

Element x y z (Å)
C (-2.68, 0.77, -0.23)
C (-2.99, -0.30, 0.61)
O (-3.06, -0.91, 1.60)
F (-1.20, -1.52, -1.47)
P (-1.31, -0.38, -0.47)
H (-0.91, -1.65, 0.39)
H (-0.29, 0.45, -1.01)

Its highest occupied orbital energy is -9.8 eV. As for the HOMO-LUMO gap: 9.67 eV. The LUMO energy is -0.09 eV. Its multiplicity is 1.

=====

Computed energies relative to the best structure, in kJ/mol: P 93.0; Q 0.0

=====

P | ORCA calculation (ωB97M-V with the def2-TZVPD basis set) on 2 unconnected molecules or ions with the total composition C2H9N4.

Element x y z (Å)
C (-0.53, 0.84, -1.19)
C (0.27, 0.70, 0.04)
N (-1.03, 0.67, 0.15)
N (1.12, 1.55, 0.58)
N (1.08, -1.37, 0.23)
N (-2.19, 0.08, 0.54)
H (-0.73, 1.78, -1.77)
H (-0.71, -0.02, -1.71)
H (2.11, 1.58, 0.28)
H (1.14, 1.46, 1.62)
H (0.52, -1.36, 1.09)
H (1.04, -2.32, -0.20)
H (2.09, -1.26, 0.54)
H (-2.18, -0.71, -0.09)
H (-2.99, 0.65, 0.50)

Its highest occupied orbital energy is -14.4 eV. As for the HOMO-LUMO gap: 10.45 eV. As for the net charge: +1. The LUMO energy is -4.00 eV. Its multiplicity is 1.

=====

Q | ORCA calculation (ωB97M-V with the def2-TZVPD basis set) on 2 unconnected molecules or ions with the total composition C2H9N4.

Element x y z (Å)
C (0.57, 0.06, 1.64)
C (0.74, -0.54, 0.27)
N (-0.25, -1.00, 0.91)
N (1.76, -0.64, -0.60)
N (-0.47, 1.43, -1.28)
N (-1.18, -1.90, 1.23)
H (1.10, -0.21, 2.61)
H (-0.01, 1.01, 1.61)
H (2.54, 0.01, -0.58)
H (1.60, -1.31, -1.29)
H (-0.42, 1.18, -2.23)
H (-1.27, 1.06, -0.82)
H (-0.14, 2.28, -0.96)
H (-1.82, -1.65, 1.99)
H (-1.28, -2.63, 0.61)

Its highest occupied orbital energy is -13.3 eV. As for the HOMO-LUMO gap: 10.26 eV. As for the net charge: +1. The LUMO energy is -3.05 eV. Its multiplicity is 1.

=====

R | ORCA calculation (ωB97M-V with the def2-TZVPD basis set) on 2 unconnected molecules or ions with the total composition C2H9N4.

Element x y z (Å)
C (1.28, -0.04, 0.92)
C (0.30, -0.60, -0.01)
N (-0.18, -0.01, 1.06)
N (-0.02, -1.59, -0.83)
N (0.09, 1.17, -1.56)
N (-1.30, -0.04, 1.82)
H (1.87, -0.83, 1.32)
H (1.63, 0.95, 0.56)
H (0.83, -1.73, -1.36)
H (-0.94, -1.72, -1.22)
H (-0.65, 0.94, -2.23)
H (-0.44, 1.71, -0.92)
H (0.66, 1.88, -2.05)
H (-1.30, 0.77, 2.46)
H (-1.84, -0.85, 2.04)

Its highest occupied orbital energy is -13.6 eV. As for the HOMO-LUMO gap: 10.45 eV. As for the net charge: +1. The LUMO energy is -3.14 eV. Its multiplicity is 1.

=====

Computed energies relative to the best structure, in kJ/mol: P 64.0; Q 26.7; R 0.0